{
  "formula": "C5H11NO3P",
  "method": "the ωB97M-V functional and the def2-TZVPD basis",
  "multiplicity": 1,
  "total_charge": -1,
  "e_above_lowest_kcal_mol": 28.8,
  "orbital_gap_ha": 0.27660,
  "homo_ev": -3.884,
  "species": ["C", "C", "C", "C", "C", "N", "O", "O", "O", "P", "H", "H", "H", "H", "H", "H", "H", "H", "H", "H", "H"],
  "xyz": [[1.19, -1.87, -1.78], [0.18, -1.19, -1.35], [-1.16, 0.10, 1.50], [1.15, -0.57, 1.68], [0.38, 0.58, -0.28], [0.19, 0.28, 1.06], [-1.30, 2.59, -0.10], [-2.25, 0.64, -1.20], [-0.44, 1.99, -2.48], [-1.01, 1.45, -1.20], [1.06, -2.70, -2.34], [2.31, -1.78, -1.37], [-0.75, -1.33, -1.72], [-1.47, 0.70, 2.35], [-1.78, 0.27, 0.67], [-1.18, -0.87, 1.99], [1.07, -1.57, 1.30], [2.21, -0.33, 1.39], [1.07, -0.52, 2.70], [1.33, 0.80, -0.57], [-0.80, 3.31, -0.25]],
  "nbo_charge": [-0.481, -0.214, -0.422, -0.392, -0.309, -0.451, -1.012, -1.173, -1.170, 2.341, 0.161, 0.150, 0.179, 0.168, 0.266, 0.159, 0.176, 0.181, 0.182, 0.189, 0.474]
}

---

{
  "formula": "C3H6S",
  "method": "the ωB97M-V functional and the def2-TZVPD basis",
  "multiplicity": 1,
  "total_charge": 0,
  "e_above_lowest_kcal_mol": 115.3,
  "orbital_gap_ha": [0.32319, 0.29269],
  "homo_ev": [-9.143, -8.398],
  "species": ["C", "C", "C", "S", "H", "H", "H", "H", "H", "H"],
  "xyz": [[-1.46, 0.96, 0.08], [2.04, -0.41, 0.31], [0.79, -0.16, -0.12], [-2.50, -0.39, 0.00], [-1.27, 1.76, -0.56], [-1.12, 1.33, 1.01], [2.54, -1.36, 0.30], [2.50, 0.30, 0.82], [0.37, -1.01, -0.66], [-1.89, -1.02, -1.17]],
  "nbo_charge": [-0.487, -0.497, -0.162, 0.067, 0.203, 0.213, 0.205, 0.178, 0.130, 0.151]
}

---

{
  "formula": "C3H5O2Y",
  "method": "the ωB97M-V functional and the def2-TZVPD basis",
  "multiplicity": 2,
  "total_charge": 1,
  "orbital_gap_ha": [0.23921, 0.27953],
  "homo_ev": [-11.005, -12.833],
  "s_squared": 0.751,
  "species": ["H", "C", "C", "O", "C", "O", "Y", "H", "H", "H", "H"],
  "xyz": [[0.08, 1.08, 1.56], [-2.43, 0.70, 0.14], [-1.74, -0.45, 0.29], [-0.52, -0.52, -0.40], [0.25, -1.58, -0.25], [1.46, -1.06, -0.22], [1.40, 1.62, 0.07], [-3.17, 0.93, 0.90], [-2.13, 1.45, -0.59], [-2.19, -1.44, 0.42], [2.14, -1.75, -0.14]],
  "mulliken_spin": [0.018, 0.009, -0.018, -0.009, 0.005, -0.017, 1.005, -0.001, 0.009, 0.003, -0.003]
}

---

{
  "formula": "C9H22IN3O3P2",
  "method": "the ωB97M-V functional and the def2-TZVPD basis",
  "multiplicity": 1,
  "total_charge": 0,
  "orbital_gap_ha": 0.15475,
  "homo_ev": -6.768,
  "species": ["N", "P", "O", "N", "P", "O", "I", "H", "H", "H", "H", "C", "C", "C", "C", "C", "C", "N", "O", "C", "C", "C", "H", "H", "H", "H", "H", "H", "H", "H", "H", "H", "H", "H", "H", "H", "H", "H", "H", "H"],
  "xyz": [[5.62, -1.19, 1.86], [4.98, -2.23, 0.66], [5.62, -3.71, 1.04], [3.45, -2.45, 1.28], [2.22, -1.49, 1.37], [2.59, -0.03, 2.02], [0.85, -2.51, 3.31], [5.43, -1.43, 2.82], [6.61, -1.02, 1.72], [5.22, -4.07, 1.85], [2.94, -0.09, 2.91], [-2.21, 0.09, -2.68], [-1.87, -0.48, -1.29], [-3.04, -0.27, -0.31], [-3.22, 1.16, 0.17], [-1.92, 1.73, 0.73], [-0.75, 1.64, -0.24], [-0.66, 0.20, -0.69], [-0.07, -0.54, 0.10], [-0.94, 2.59, -1.43], [0.55, 2.03, 0.44], [-1.57, -1.96, -1.44], [-1.33, 0.48, -3.18], [-2.61, -0.71, -3.30], [-2.96, 0.88, -2.64], [-2.88, -0.92, 0.56], [-3.94, -0.63, -0.81], [-3.60, 1.79, -0.64], [-3.99, 1.18, 0.95], [-2.04, 2.79, 1.00], [-1.66, 1.20, 1.65], [-0.16, 2.44, -2.18], [-0.85, 3.61, -1.06], [-1.91, 2.50, -1.91], [0.73, 1.47, 1.35], [0.49, 3.09, 0.69], [1.41, 1.88, -0.23], [-0.70, -2.12, -2.07], [-2.43, -2.43, -1.92], [-1.40, -2.45, -0.49]],
  "nbo_charge": [-1.193, 1.393, -1.004, -1.456, 1.445, -1.026, -0.302, 0.367, 0.380, 0.481, 0.500, -0.628, 0.105, -0.413, -0.406, -0.415, 0.103, 0.140, -0.254, -0.627, -0.621, -0.614, 0.226, 0.228, 0.210, 0.223, 0.227, 0.200, 0.230, 0.227, 0.225, 0.224, 0.227, 0.214, 0.251, 0.218, 0.228, 0.229, 0.217, 0.239]
}

---

{
  "formula": "Br3ClSi",
  "method": "the ωB97M-V functional and the def2-TZVPD basis",
  "multiplicity": 1,
  "total_charge": 0,
  "smiles": "Cl[Si](Br)(Br)Br",
  "e_above_lowest_kcal_mol": 33.5,
  "orbital_gap_ha": 0.31314,
  "homo_ev": -9.777,
  "species": ["Si", "Cl", "Br", "Br", "Br"],
  "xyz": [[0.29, -0.04, -0.11], [1.30, 0.19, -1.82], [0.44, 1.73, 1.02], [-2.52, 0.00, -0.10], [0.48, -1.88, 1.01]],
  "nbo_charge": [1.119, -0.288, -0.193, -0.452, -0.186]
}

---

{
  "formula": "C8H16Br8",
  "method": "the ωB97M-V functional and the def2-TZVPD basis",
  "multiplicity": 1,
  "total_charge": 0,
  "smiles": "BrCCBr.BrCCBr.BrCCBr.BrCCBr",
  "e_above_lowest_kcal_mol": 36.4,
  "orbital_gap_ha": 0.36762,
  "homo_ev": -9.856,
  "species": ["Br", "C", "C", "Br", "H", "H", "H", "H", "Br", "C", "C", "Br", "H", "H", "H", "H", "Br", "C", "C", "Br", "H", "H", "H", "H", "Br", "C", "C", "Br", "H", "H", "H", "H"],
  "xyz": [[-9.84, -4.73, -5.02], [-8.96, -3.47, -3.70], [-7.57, -4.06, -3.42], [-6.72, -2.89, -2.05], [-9.59, -3.42, -2.81], [-8.92, -2.47, -4.15], [-7.05, -4.03, -4.38], [-7.67, -5.10, -3.12], [3.43, -0.42, -4.40], [3.92, 1.51, -4.60], [4.74, 1.84, -3.35], [6.50, 0.89, -3.31], [3.14, 2.27, -4.62], [4.50, 1.61, -5.52], [4.17, 1.58, -2.46], [4.95, 2.90, -3.26], [7.07, 2.91, 5.28], [5.42, 3.74, 4.50], [4.36, 3.88, 5.59], [2.56, 4.40, 4.88], [5.02, 3.11, 3.70], [5.73, 4.67, 4.01], [4.68, 4.48, 6.44], [4.30, 2.83, 5.87], [0.93, -0.48, 2.20], [-0.45, -2.01, 2.23], [-1.78, -1.31, 2.50], [-1.60, -0.74, 4.42], [-0.10, -2.70, 3.00], [-0.51, -2.45, 1.23], [-2.67, -1.93, 2.41], [-2.01, -0.44, 1.89]],
  "nbo_charge": [-0.050, -0.399, -0.437, -0.020, 0.224, 0.225, 0.226, 0.231, -0.019, -0.430, -0.429, -0.027, 0.228, 0.228, 0.226, 0.222, -0.030, -0.413, -0.441, -0.014, 0.224, 0.220, 0.231, 0.224, -0.064, -0.391, -0.424, -0.047, 0.238, 0.224, 0.229, 0.234]
}

---

{
  "formula": "C28H33BBrF8N4O27",
  "method": "the ωB97M-V functional and the def2-TZVPD basis",
  "multiplicity": 1,
  "total_charge": 1,
  "orbital_gap_ha": 0.27554,
  "homo_ev": -12.580,
  "species": ["C", "C", "C", "Br", "N", "N", "N", "C", "O", "B", "O", "O", "N", "H", "H", "H", "H", "H", "H", "H", "H", "H", "C", "C", "O", "C", "O", "O", "F", "H", "H", "H", "C", "C", "O", "C", "O", "O", "F", "H", "H", "H", "C", "C", "O", "C", "O", "O", "F", "H", "H", "H", "C", "C", "O", "C", "O", "O", "F", "H", "H", "H", "C", "C", "O", "C", "O", "O", "F", "H", "H", "H", "C", "C", "O", "C", "O", "O", "F", "H", "H", "H", "C", "C", "O", "C", "O", "O", "F", "H", "H", "H", "C", "C", "O", "C", "O", "O", "F", "H", "H", "H"],
  "xyz": [[-2.52, -2.63, 0.21], [-3.64, -2.61, 1.41], [-3.94, -1.05, 1.92], [-5.80, -1.02, 2.76], [-2.86, -0.60, 2.93], [-2.95, 0.39, 3.91], [-1.79, 0.63, 4.69], [-0.82, -0.39, 4.12], [0.58, -0.71, 4.42], [1.42, 0.15, 3.52], [1.03, 0.46, 2.11], [2.69, 0.65, 4.15], [-1.59, -1.12, 3.04], [-2.21, -3.74, -0.02], [-3.02, -2.18, -0.78], [-1.58, -1.93, 0.41], [-4.66, -3.02, 0.95], [-3.38, -3.28, 2.34], [-3.88, -0.27, 1.03], [1.13, -0.38, 1.57], [3.39, 0.01, 3.78], [-1.09, -1.89, 2.54], [0.83, 2.63, 0.18], [1.06, 4.05, -0.19], [2.11, 3.98, -1.13], [1.96, 2.77, -1.73], [2.50, 2.45, -2.78], [1.13, 1.95, -1.02], [1.50, 4.76, 0.88], [1.50, 2.28, 0.98], [-0.21, 2.44, 0.49], [0.19, 4.55, -0.64], [-2.83, 4.87, 2.34], [-4.16, 4.28, 2.65], [-4.32, 3.29, 1.66], [-3.05, 2.89, 1.35], [-2.78, 1.86, 0.75], [-2.11, 3.77, 1.82], [-5.14, 5.19, 2.49], [-2.88, 5.66, 1.59], [-2.34, 5.27, 3.23], [-4.23, 3.82, 3.64], [1.77, -0.48, 7.40], [2.49, -0.35, 8.70], [2.02, 0.87, 9.22], [0.76, 1.01, 8.72], [-0.06, 1.80, 9.15], [0.53, 0.15, 7.67], [3.82, -0.25, 8.50], [2.27, 0.04, 6.58], [1.61, -1.52, 7.11], [2.28, -1.16, 9.41], [4.14, 0.25, -4.40], [5.31, -0.67, -4.27], [4.73, -1.95, -4.23], [3.58, -1.84, -4.95], [2.94, -2.79, -5.37], [3.23, -0.53, -5.15], [5.96, -0.46, -3.11], [3.69, 0.50, -3.43], [4.39, 1.17, -4.93], [6.02, -0.61, -5.11], [0.43, -4.82, -6.47], [-0.11, -4.48, -7.82], [-1.51, -4.53, -7.64], [-1.71, -4.21, -6.33], [-2.78, -3.88, -5.86], [-0.55, -4.29, -5.61], [0.24, -5.41, -8.73], [0.51, -5.90, -6.31], [1.41, -4.37, -6.29], [0.18, -3.48, -8.18], [1.12, 3.97, -5.54], [0.08, 4.92, -5.06], [0.75, 6.15, -5.00], [1.71, 6.08, -5.97], [2.31, 7.04, -6.41], [1.91, 4.79, -6.38], [-0.32, 4.60, -3.80], [1.75, 3.58, -4.73], [0.70, 3.13, -6.09], [-0.79, 5.00, -5.72], [7.32, 0.46, -0.09], [8.01, -0.79, -0.52], [8.56, -1.28, 0.68], [7.73, -0.84, 1.67], [7.72, -1.28, 2.80], [6.90, 0.16, 1.22], [9.01, -0.52, -1.38], [7.99, 1.33, -0.07], [6.46, 0.70, -0.73], [7.34, -1.54, -0.95], [-8.76, -4.14, 2.60], [-9.39, -4.78, 1.41], [-8.96, -3.98, 0.33], [-7.75, -3.50, 0.72], [-6.94, -2.99, -0.04], [-7.55, -3.64, 2.06], [-10.74, -4.70, 1.49], [-9.35, -3.31, 2.99], [-8.57, -4.85, 3.41], [-9.09, -5.82, 1.25]],
  "lowdin_charge": [-0.122, -0.244, -0.534, 0.728, -0.096, 0.106, 0.178, -0.063, 0.114, -0.416, 0.063, 0.082, 0.175, 0.101, 0.115, 0.068, 0.109, 0.124, 0.134, 0.143, 0.152, 0.178, -0.087, -0.319, 0.157, -0.481, 0.124, 0.083, 0.090, 0.129, 0.120, 0.179, -0.061, -0.323, 0.149, -0.500, 0.109, 0.059, 0.096, 0.157, 0.154, 0.180, -0.090, -0.325, 0.153, -0.498, 0.152, 0.058, 0.089, 0.127, 0.144, 0.180, -0.079, -0.319, 0.147, -0.488, 0.140, 0.083, 0.073, 0.125, 0.152, 0.183, -0.078, -0.328, 0.143, -0.504, 0.137, 0.071, 0.083, 0.151, 0.118, 0.179, -0.075, -0.327, 0.142, -0.498, 0.154, 0.078, 0.071, 0.123, 0.149, 0.179, -0.079, -0.338, 0.149, -0.503, 0.143, 0.065, 0.087, 0.154, 0.133, 0.172, -0.072, -0.325, 0.155, -0.511, 0.119, -0.002, 0.091, 0.153, 0.149, 0.181]
}

---

{
  "formula": "C8H15N2O3",
  "method": "the ωB97M-V functional and the def2-TZVPD basis",
  "multiplicity": 1,
  "total_charge": 1,
  "e_above_lowest_kcal_mol": 70.3,
  "orbital_gap_ha": 0.36520,
  "homo_ev": -13.260,
  "species": ["C", "C", "C", "C", "C", "C", "C", "C", "N", "N", "O", "O", "O", "H", "H", "H", "H", "H", "H", "H", "H", "H", "H", "H", "H", "H", "H", "H"],
  "xyz": [[0.14, -0.13, -0.42], [0.86, 0.70, -3.22], [0.53, 1.59, 2.83], [0.21, 0.14, 3.21], [0.96, 1.37, 1.42], [-0.55, -0.42, 2.00], [-2.05, -0.16, 1.64], [0.31, -1.10, -4.79], [-0.49, -1.36, -0.70], [0.20, 0.20, 0.88], [0.58, 0.59, -1.41], [1.49, 1.60, -3.56], [0.36, -0.40, -3.49], [-0.53, 2.13, 2.97], [1.34, 1.98, 3.47], [1.24, -0.42, 3.18], [-0.17, -0.03, 4.20], [0.80, 2.26, 0.73], [2.07, 1.10, 1.60], [-0.44, -1.50, 1.78], [-2.75, -0.50, 2.41], [-2.34, -0.65, 0.68], [-2.10, 0.94, 1.60], [-0.68, -1.54, -4.94], [0.96, -2.02, -4.74], [0.51, -0.50, -5.74], [-0.34, -2.10, -0.03], [-0.14, -1.75, -1.58]],
  "nbo_charge": [0.842, 1.144, -0.418, -0.407, -0.235, -0.020, -0.631, -0.285, -0.819, -0.400, -0.680, -0.381, -0.476, 0.214, 0.251, 0.206, 0.250, 0.245, 0.220, 0.194, 0.236, 0.237, 0.213, 0.234, 0.233, 0.243, 0.394, 0.397]
}